This record from the Open Molecules 2025 dataset describes a structure of composition CH3BrOS in a non-equilibrium geometry. The level of theory is wB97M-V/def2-TZVPD.

Each line ends with the Mulliken charge.
Cartesian coordinates (Å):
C1 0.120 -0.592 -0.435  -0.8241
O1 0.479 1.965 0.130  -0.4881
S1 0.289 0.709 0.847  0.5108
Br1 -1.774 0.472 1.577  -0.1416
H1 -0.296 -1.550 0.016  0.3688
H2 1.431 -0.843 -0.734  0.2394
H3 -0.249 -0.160 -1.402  0.3348

Summary:
Relative energy (zero: lowest compared OMol25 entry of this formula, charge and spin) in kcal/mol: 17.7
Orbital gap in eV: 9.855

***

This record from the Open Molecules 2025 dataset describes an isolated molecule of C14H23NO3. The level of theory is wB97M-V/def2-TZVPD.

Each line ends with the Mulliken charge.
Cartesian coordinates (Å):
C1 4.862 1.546 0.556  -1.4119
C2 3.357 1.351 0.671  -0.0641
C3 2.644 1.820 -0.603  -0.7384
C4 1.152 1.704 -0.444  0.5232
O1 0.515 2.752 -0.265  -0.8521
C5 0.508 0.396 -0.456  0.1569
C6 -0.835 0.285 -0.062  0.2777
N1 -1.527 1.374 0.246  -0.1086
C7 -2.912 1.495 0.594  -0.9641
C8 -3.783 1.764 -0.643  -0.2779
O2 -5.118 1.856 -0.207  -0.5112
C9 -1.531 -1.039 0.066  -1.4666
C10 -0.586 -2.241 0.074  1.8402
C11 -1.390 -3.529 -0.111  -2.1235
C12 0.180 -2.307 1.397  -1.8686
C13 0.380 -2.048 -1.089  -1.3143
C14 1.214 -0.786 -0.940  0.8398
O3 2.384 -0.820 -1.275  -0.6976
H1 5.103 2.594 0.391  0.3462
H2 5.250 0.965 -0.276  0.3337
H3 5.358 1.218 1.467  0.3778
H4 3.142 0.295 0.834  0.1786
H5 2.974 1.916 1.526  0.3334
H6 2.991 1.221 -1.443  0.3536
H7 2.872 2.874 -0.778  0.5022
H8 -0.970 2.242 0.116  0.4273
H9 -3.024 2.339 1.279  0.4285
H10 -3.296 0.603 1.093  0.2470
H11 -3.455 2.696 -1.122  0.3136
H12 -3.663 0.944 -1.366  0.2545
H13 -5.681 2.099 -0.948  0.3129
H14 -2.230 -1.135 -0.772  0.3867
H15 -2.124 -1.043 0.984  0.6148
H16 -2.122 -3.641 0.687  0.4245
H17 -1.916 -3.526 -1.063  0.4172
H18 -0.729 -4.392 -0.090  0.4519
H19 0.902 -3.119 1.373  0.4262
H20 -0.504 -2.481 2.225  0.4527
H21 0.716 -1.379 1.581  0.3581
H22 -0.178 -1.972 -2.027  0.3736
H23 1.068 -2.891 -1.178  0.4461

Summary:
Relative energy (zero: lowest compared OMol25 entry of this formula, charge and spin) in kcal/mol: 5.8
Orbital gap in eV: 9.111
SMILES: CCCC(=O)C1=C(NCCO)CC(C)(C)CC1=O

***

This record from the Open Molecules 2025 dataset describes a cluster of 3 separate species, C35H65BrF4N3O9S in total in a non-equilibrium geometry. The level of theory is wB97M-V/def2-TZVPD.

Each line ends with the Mulliken charge.
Cartesian coordinates (Å):
C1 -4.456 1.435 4.359  -0.7996
C2 -5.230 0.466 3.463  -0.1666
C3 -6.272 1.123 2.551  -1.0277
C4 -5.700 2.199 1.636  -0.3944
C5 -4.949 1.619 0.430  -0.2505
C6 -4.711 2.687 -0.662  -0.8248
C7 -3.300 3.251 -0.514  1.0621
C8 -2.902 4.371 -1.490  -0.9364
C9 -3.223 4.121 -2.972  -1.2011
C10 -2.036 3.485 -3.721  -1.2837
C11 -1.659 2.137 -3.068  0.5794
C12 -0.859 1.230 -4.063  -1.3431
C13 0.309 0.634 -3.342  0.1435
C14 0.064 -0.289 -2.324  0.0854
N1 1.057 -0.829 -1.602  0.4383
C15 0.683 -1.830 -0.541  -0.5852
C16 0.258 -1.178 0.762  0.4961
C17 0.348 -2.174 1.915  -1.2654
Br1 -1.585 -0.539 0.659  -0.1326
C18 2.339 -0.467 -1.837  -0.0127
S1 3.716 -1.145 -0.918  1.3874
O1 4.676 -0.108 -0.844  -0.6379
O2 4.142 -2.355 -1.516  -0.5658
F1 3.211 -1.395 0.516  -0.1267
C19 2.673 0.433 -2.826  -0.4019
C20 1.638 0.973 -3.592  0.1419
C21 1.950 1.965 -4.685  -0.2008
O3 2.074 3.098 -4.376  -0.4663
O4 2.184 1.565 -5.948  -0.2687
C22 1.483 0.448 -6.434  -0.1593
O5 2.135 0.143 -7.652  -0.4072
C23 1.491 -0.789 -8.391  0.9219
F2 1.144 -1.859 -7.658  -0.2557
F3 2.302 -1.182 -9.357  -0.2242
F4 0.374 -0.305 -8.940  -0.2497
H1 -5.139 1.930 5.050  0.3251
H2 -3.752 0.867 4.968  0.3882
H3 -3.901 2.191 3.808  -0.0404
H4 -5.696 -0.276 4.110  0.3849
H5 -4.518 -0.072 2.827  0.0491
H6 -6.732 0.340 1.945  0.3570
H7 -7.075 1.541 3.164  0.3344
H8 -5.000 2.836 2.177  -0.0107
H9 -6.494 2.833 1.245  0.4232
H10 -5.523 0.794 0.003  0.5885
H11 -3.980 1.208 0.724  -0.4295
H12 -5.435 3.498 -0.601  0.4399
H13 -4.820 2.187 -1.625  0.3752
H14 -3.190 3.652 0.496  0.3278
H15 -2.585 2.430 -0.588  -0.6616
H16 -1.812 4.474 -1.421  0.1534
H17 -3.303 5.328 -1.157  0.5292
H18 -3.442 5.072 -3.459  0.3693
H19 -4.099 3.496 -3.137  0.4903
H20 -1.196 4.179 -3.700  0.3160
H21 -2.329 3.270 -4.749  0.5290
H22 -2.601 1.672 -2.779  0.2250
H23 -1.071 2.295 -2.166  0.0696
H24 -1.528 0.436 -4.391  0.3719
H25 -0.559 1.874 -4.883  0.8831
H26 -0.951 -0.586 -2.109  0.7563
H27 -0.155 -2.380 -0.964  0.8446
H28 1.483 -2.555 -0.400  -1.2460
H29 0.874 -0.304 0.970  0.4322
H30 -0.190 -1.797 2.776  0.5292
H31 -0.149 -3.092 1.594  0.4155
H32 1.386 -2.406 2.137  0.1736
H33 3.696 0.721 -3.017  0.6933
H34 0.435 0.671 -6.637  0.2762
H35 1.551 -0.423 -5.776  0.3177
C24 -1.973 5.431 2.255  -1.0369
O6 -1.666 4.047 2.186  -0.0123
C25 -0.512 3.748 1.412  -0.3752
C26 0.638 3.308 2.295  -0.1913
N2 1.171 4.409 3.079  -0.3266
C27 2.096 4.013 4.142  -0.7176
C28 1.591 3.081 5.241  -0.4375
O7 0.638 3.653 6.113  -0.4549
C29 -0.699 3.648 5.649  -0.4353
H36 -2.977 5.524 2.667  0.2727
H37 -1.284 5.972 2.910  0.3285
H38 -1.961 5.890 1.262  0.3271
H39 -0.228 4.583 0.765  0.4587
H40 -0.793 2.907 0.766  -0.1993
H41 1.438 2.905 1.661  0.3856
H42 0.263 2.491 2.929  0.1359
H43 0.403 4.917 3.496  0.0998
H44 2.435 4.933 4.622  0.3725
H45 2.976 3.557 3.677  0.4018
H46 2.452 2.840 5.870  0.3870
H47 1.224 2.124 4.847  0.2888
H48 -0.921 2.761 5.049  0.2222
H49 -0.925 4.551 5.074  0.1229
H50 -1.351 3.647 6.522  0.3528
C30 4.593 -8.507 2.674  -0.6979
O8 5.392 -7.786 1.753  -0.3356
C31 5.386 -8.307 0.430  -0.8432
C32 4.626 -7.400 -0.517  -0.1000
N3 3.192 -7.420 -0.245  -0.2686
C33 2.428 -6.381 -0.925  -1.3889
C34 2.771 -4.921 -0.638  0.0715
O9 2.431 -4.477 0.670  -0.3165
C35 3.380 -4.783 1.684  -0.7392
H51 4.849 -8.157 3.673  0.2356
H52 3.523 -8.336 2.513  0.2866
H53 4.796 -9.579 2.621  0.3430
H54 4.992 -9.327 0.405  0.4072
H55 6.427 -8.345 0.100  0.4073
H56 4.797 -7.735 -1.544  0.3863
H57 5.054 -6.394 -0.413  0.1085
H58 3.045 -7.327 0.751  0.0852
H59 1.379 -6.533 -0.657  0.4206
H60 2.505 -6.547 -2.005  0.4638
H61 2.155 -4.314 -1.312  0.1994
H62 3.807 -4.667 -0.869  0.3793
H63 4.403 -4.757 1.305  0.3538
H64 3.176 -5.755 2.135  0.1355
H65 3.281 -4.032 2.469  0.3883

Summary:
Relative energy (zero: lowest compared OMol25 entry of this formula, charge and spin) in kcal/mol: 0.0
Charge: +1
Orbital gap in eV: 5.622

***

This record from the Open Molecules 2025 dataset describes a structure of composition C39H32F4GaN7OPS3Se. The level of theory is wB97M-V/def2-TZVPD.

Each line ends with the Mulliken charge.
Cartesian coordinates (Å):
Ga1 -0.256 -0.148 2.564  0.7170
O1 -2.326 0.229 3.530  -0.3882
S1 -1.526 0.677 4.713  0.3013
N1 -0.071 0.582 4.419  -0.2041
C1 4.707 2.737 0.015  -1.1678
C2 4.370 2.069 -1.317  0.0037
C3 3.022 2.501 -1.891  -0.7432
C4 1.815 2.013 -1.088  -1.1395
N2 1.781 0.552 -0.997  1.3800
C5 2.050 -0.187 0.097  -1.2204
Se1 2.136 0.440 1.865  -0.0016
N3 2.142 -1.470 -0.268  1.7153
C6 2.544 -2.578 0.608  -0.5429
C7 4.041 -2.558 0.900  -0.8107
C8 4.912 -2.884 -0.315  -0.1125
C9 4.790 -4.334 -0.783  -1.2618
C10 1.868 -1.582 -1.628  0.7708
C11 1.774 -2.688 -2.463  -0.5962
C12 1.441 -2.446 -3.781  -0.9284
C13 1.199 -1.145 -4.251  -1.0046
C14 1.289 -0.049 -3.416  -1.0983
C15 1.636 -0.298 -2.093  0.5556
H1 5.713 2.468 0.341  0.3795
H2 4.020 2.441 0.809  0.1751
H3 4.668 3.825 -0.078  0.3449
H4 4.393 0.979 -1.207  -0.1114
H5 5.142 2.315 -2.048  0.4233
H6 2.933 2.149 -2.921  0.3266
H7 2.972 3.593 -1.921  0.5144
H8 0.890 2.339 -1.563  -0.0393
H9 1.844 2.392 -0.069  0.7155
H10 2.259 -3.495 0.099  0.1590
H11 1.964 -2.512 1.525  -0.2075
H12 4.233 -3.281 1.697  0.5704
H13 4.300 -1.575 1.296  0.1989
H14 5.952 -2.685 -0.052  0.4749
H15 4.666 -2.205 -1.139  0.0880
H16 4.983 -5.024 0.043  0.3392
H17 5.509 -4.550 -1.574  0.4102
H18 3.797 -4.559 -1.181  0.2033
H19 1.933 -3.695 -2.100  0.2469
H20 1.356 -3.279 -4.466  0.4927
H21 0.932 -0.999 -5.289  0.4308
H22 1.070 0.950 -3.771  0.4957
S2 -0.408 -2.504 3.074  -0.5429
P1 -1.489 -2.547 1.366  0.9303
S3 -1.192 -0.761 0.444  -0.4588
C16 -3.244 -2.832 1.648  0.8213
C17 -4.178 -1.815 1.491  -0.3424
C18 -5.529 -2.096 1.655  -0.7325
C19 -5.939 -3.381 1.974  -0.4988
C20 -5.003 -4.395 2.147  -0.6494
C21 -3.656 -4.124 1.982  -0.5672
C22 -0.980 -3.906 0.296  0.5901
C23 -0.115 -4.901 0.738  -0.3560
C24 0.201 -5.962 -0.104  -0.6639
C25 -0.347 -6.025 -1.378  -0.5173
C26 -1.212 -5.029 -1.820  -0.7475
C27 -1.531 -3.970 -0.985  -0.5423
H23 -3.851 -0.814 1.246  0.3564
H24 -6.262 -1.310 1.524  0.4131
H25 -6.994 -3.599 2.087  0.3868
H26 -5.326 -5.397 2.400  0.4126
H27 -2.924 -4.914 2.111  0.3898
H28 0.308 -4.845 1.733  0.4626
H29 0.868 -6.742 0.239  0.4816
H30 -0.106 -6.858 -2.028  0.4253
H31 -1.640 -5.081 -2.813  0.4710
H32 -2.209 -3.194 -1.326  0.4429
F1 -1.628 4.739 2.607  -0.2577
C28 -2.216 5.405 1.623  0.2078
C29 -2.614 6.660 1.839  0.1198
F2 -2.409 7.196 3.024  -0.2783
C30 -3.277 7.457 0.813  0.0572
C31 -3.490 6.765 -0.454  0.3202
C32 -3.081 5.511 -0.666  0.0313
F3 -3.317 4.949 -1.841  -0.2970
C33 -2.386 4.735 0.345  0.7308
C34 -1.930 3.475 0.116  0.8406
C35 -1.274 2.670 1.117  0.1300
N4 -0.744 1.968 1.848  -0.2235
C36 -2.021 2.799 -1.153  -0.5522
N5 -1.986 2.229 -2.151  -0.5432
F4 -4.109 7.404 -1.424  -0.2728
C37 -3.665 8.734 1.021  1.3227
C38 -4.343 9.532 0.031  -0.1331
N6 -4.901 10.222 -0.699  -0.4265
C39 -3.437 9.445 2.254  -0.1601
N7 -3.279 10.080 3.198  -0.4353

Summary:
Relative energy (zero: lowest compared OMol25 entry of this formula, charge and spin) in kcal/mol: 0.0
Charge: +1
Orbital gap in eV: 5.553

***

This record from the Open Molecules 2025 dataset describes an isolated molecule of CH2IOP in a non-equilibrium geometry. The level of theory is wB97M-V/def2-TZVPD.

Each line ends with the Mulliken charge.
Cartesian coordinates (Å):
C1 0.108 -0.417 0.499  -0.6482
O1 1.028 1.219 -1.282  -0.4274
P1 0.352 1.381 -0.015  0.2715
I1 -1.791 -0.211 -0.489  0.1007
H1 -0.257 -0.864 1.493  0.3627
H2 0.560 -1.109 -0.207  0.3408

Summary:
Relative energy (zero: lowest compared OMol25 entry of this formula, charge and spin) in kcal/mol: 5.6
Orbital gap in eV: 9.532